#P
Entry from the Open Molecules 2025 dataset: one molecule with the formula CH3NO2S (ωB97M-V with the def2-TZVPD basis set).

CARTESIAN COORDINATES (ANGSTROEM)
C 1.07548 0.31860 0.09462
N -1.50066 -0.10131 -0.06108
O -0.80219 -1.61149 -0.33097
O -2.69051 0.01697 -0.14614
S -0.52196 1.10623 0.26268
H 0.83012 -0.72489 -0.33939
H 1.79398 0.09582 0.94539
H 1.81573 0.90006 -0.42511

Its gap between HOMO and LUMO (spin up / spin down) is 0.3265 / 0.3265 Eh. As for the SMILES: CS[N+](=O)[O-].

Results of the natural (NBO) charge analysis, in e, for atoms 1 through 6: C -0.868; N 0.186; O -0.555; O -0.247; S 0.642; H 0.344

***

#Q
Entry from the Open Molecules 2025 dataset: one molecule with the formula CH3NO2S (ωB97M-V with the def2-TZVPD basis set).

CARTESIAN COORDINATES (ANGSTROEM)
C -1.29228 0.27354 -0.10685
N 1.57193 -0.27373 0.10453
O 1.02986 -1.36820 0.24049
O 2.68993 -0.01851 -0.08990
S 0.50789 1.13567 0.22260
H -1.98053 0.92034 0.35767
H -1.35894 -0.59753 0.42913
H -1.16786 -0.07158 -1.15768

Its gap between HOMO and LUMO is 0.3860 Eh. As for the SMILES: CS[N+](=O)[O-].

Results of the natural (NBO) charge analysis, in e, for atoms 1 through 6: C -0.638; N 0.429; O -0.408; O -0.329; S 0.249; H 0.231

***

Top of the stability list: #Q, leading by 56.2 kcal/mol.

***

#P
Entry from the Open Molecules 2025 dataset: a 2-piece molecular cluster, C3HN3O overall (ωB97M-V with the def2-TZVPD basis set).

CARTESIAN COORDINATES (ANGSTROEM)
C 1.81678 0.85121 0.78075
C 0.00102 -0.33250 -0.32056
C 2.15657 -0.08516 -0.17071
N 1.32891 1.65537 1.44434
N 0.05387 -0.83591 -1.43963
N 0.35204 -1.33435 -2.39160
O 2.99780 -0.64722 -0.73962
H -0.61825 -0.06133 0.45665

Its gap between HOMO and LUMO is 0.2757 Eh.

Results of the natural (NBO) charge analysis, in e, for atoms 1 through 6: C 0.088; C -0.325; C 0.607; N -0.191; N 0.009; N -0.057

***

#Q
Entry from the Open Molecules 2025 dataset: one molecule with the formula C3HN3O (ωB97M-V with the def2-TZVPD basis set).

CARTESIAN COORDINATES (ANGSTROEM)
N 1.48631 -0.34301 0.19029
C 2.44666 -0.46576 -0.48295
C 0.11982 -0.15237 0.26189
C -0.51838 1.10550 -0.11000
O -1.71463 1.22881 -0.25857
N -1.37552 -2.08326 0.34041
N -0.65115 -1.21894 0.30958
H 0.20688 1.92903 -0.25065

Its gap between HOMO and LUMO is 0.3347 Eh.

Results of the natural (NBO) charge analysis, in e, for atoms 1 through 6: N -0.548; C 0.360; C -0.042; C 0.380; O -0.528; N 0.132

***

#R
Entry from the Open Molecules 2025 dataset: a 2-piece molecular cluster, C3HN3O overall (ωB97M-V with the def2-TZVPD basis set).

CARTESIAN COORDINATES (ANGSTROEM)
C -2.01325 0.19388 0.90281
C 1.84096 0.52299 0.34665
C 0.95131 -0.03937 -0.49407
N -3.10527 0.34962 1.18252
N 2.72232 1.06484 0.84404
N 0.60499 -0.82199 -1.28933
O 0.01927 -1.48027 -2.07389
H -1.02033 0.21031 0.58127

Its gap between HOMO and LUMO is 0.3861 Eh. As for the SMILES: N#CC#[N+][O-].C#N.

Results of the natural (NBO) charge analysis, in e, for atoms 1 through 6: C 0.070; C 0.162; C 0.025; N -0.283; N -0.190; N 0.303

***

Top of the stability list: #Q, leading by 25.8 kcal/mol.

***

#P
Entry from the Open Molecules 2025 dataset: one molecule with the formula C4H8ClNO (ωB97M-V with the def2-TZVPD basis set).

CARTESIAN COORDINATES (ANGSTROEM)
C 0.70189 0.08734 -2.16606
C 0.05584 -0.78579 -0.00994
C -0.81779 -0.34845 1.25293
C -0.88224 1.06184 1.39949
H 1.63991 0.28172 -1.62569
H 0.52592 -0.76440 -2.67041
H 0.58426 1.02224 -2.79416
H 1.98905 -1.64982 -0.41591
H -0.54487 -0.68901 2.28342
H -1.83158 -0.81283 1.07219
H -1.01430 1.56647 0.41292
H -1.83031 1.04853 2.14796
N 1.18661 -1.49660 0.21087
O -0.39495 -0.11017 -1.15117
Cl 0.63256 1.58891 2.05356

Its gap between HOMO and LUMO is 0.3865 Eh. As for the SMILES: [H]/N=C(/CCCl)OC.

Results of the natural (NBO) charge analysis, in e, for atoms 1 through 6: C -0.253; C 0.583; C -0.485; C -0.411; H 0.199; H 0.195

***

#Q
Entry from the Open Molecules 2025 dataset: C4H8ClNO as an isolated structure (ωB97M-V with the def2-TZVPD basis set).

CARTESIAN COORDINATES (ANGSTROEM)
C 1.52494 0.84135 -0.71621
C 0.57908 1.58890 0.17205
C 0.08530 0.18827 0.39794
C -1.14190 -1.69520 -0.42017
N -0.92255 -0.26904 -0.39796
O 0.51587 -0.55232 1.46409
Cl -2.52739 0.54282 0.04075
H 1.28952 0.70594 -1.75140
H 2.46509 0.49532 -0.33553
H 1.01426 2.07595 1.04157
H -0.13217 2.22827 -0.33732
H -0.23983 -2.15114 -0.83526
H -1.32857 -2.12620 0.56983
H -1.98654 -1.90028 -1.07452
H 0.80488 0.02734 2.18216

Its gap between HOMO and LUMO (spin up / spin down) is 0.3041 / 0.3041 Eh.

Results of the natural (NBO) charge analysis, in e, for atoms 1 through 6: C -0.410; C -0.462; C 0.438; C -0.425; N -0.384; O -0.696

***

Top of the stability list: #P, leading by 15.0 kcal/mol.

***

#P
Entry from the Open Molecules 2025 dataset: a 3-piece molecular cluster, C4H16NO2 overall (ωB97M-V with the def2-TZVPD basis set).

CARTESIAN COORDINATES (ANGSTROEM)
C -1.24525 -1.73554 -1.59035
C -1.10510 -0.22210 -1.46784
N 0.11137 0.16320 -0.69644
C 1.40477 -0.16567 -1.37074
C 2.55831 -0.04226 -0.39762
H -2.29456 -2.02285 -1.52308
H -0.79054 -2.23871 -0.73494
H -0.85687 -2.14035 -2.51612
H -1.13341 0.28867 -2.42736
H -1.95331 0.15655 -0.90660
H 0.08572 -0.31882 0.18653
H 0.07098 1.16086 -0.48240
H 1.46801 0.49010 -2.24003
H 1.33335 -1.16207 -1.78949
H 2.32250 -0.60334 0.51212
H 3.46138 -0.50270 -0.78869
H 2.72609 0.99858 -0.13806
H 0.34633 -0.66871 3.87918
H -0.61443 0.56321 4.01373
O -0.32420 -0.14347 3.43815
H -1.07571 1.04991 1.54028
H -1.58714 2.49117 1.68045
O -1.18696 1.87598 1.05415

Its gap between HOMO and LUMO is 0.4580 Eh. As for the total charge: +1.

Results of the natural (NBO) charge analysis, in e, for atoms 1 through 6: C -0.646; C -0.231; N -0.493; C -0.223; C -0.632; H 0.254

***

#Q
Entry from the Open Molecules 2025 dataset: a 3-piece molecular cluster, C4H16NO2 overall (ωB97M-V with the def2-TZVPD basis set).

CARTESIAN COORDINATES (ANGSTROEM)
C 0.10361 -0.21294 0.60835
C -1.01433 0.57350 1.31688
C -2.27506 -0.09304 0.74859
C -2.71971 -1.32640 1.53442
N 0.45333 0.52590 -0.64049
H 0.95188 -0.37432 1.32296
H -0.36418 -1.18592 0.18200
H -0.95695 0.23863 2.34017
H -1.14229 1.61227 1.00448
H -3.08548 0.77240 0.85382
H -2.49485 -0.06014 -0.29873
H -2.24771 -1.60218 2.38721
H -2.68974 -2.19129 0.88286
H -3.78693 -1.20201 1.82665
H 1.22362 0.16812 -1.14359
H 0.51772 1.54956 -0.59238
H -0.35199 0.50812 -1.26592
H 3.43833 1.51204 -1.32187
H 3.27943 2.33447 0.02701
O 2.66878 1.81264 -0.62936
H 2.34939 -2.08381 -2.06893
H 1.60366 -1.07790 -3.03196
O 1.83318 -1.34339 -2.10436

Its gap between HOMO and LUMO is 0.3968 Eh. As for the total charge: +1.

Results of the natural (NBO) charge analysis, in e, for atoms 1 through 6: C -0.223; C -0.436; C -0.432; C -0.638; N -0.669; H 0.242

***

#R
Entry from the Open Molecules 2025 dataset: a 3-piece molecular cluster, C4H16NO2 overall (ωB97M-V with the def2-TZVPD basis set).

CARTESIAN COORDINATES (ANGSTROEM)
C -1.22672 -0.66265 0.89801
C -1.64535 -0.62255 -0.51219
C -1.05354 -1.67046 -1.48442
C -0.38810 -1.00214 -2.80836
N 0.10552 0.07934 0.92751
H -1.13086 -1.66544 1.21924
H -1.76442 -0.13868 1.67752
H -1.20777 0.27253 -0.95243
H -2.84464 -0.60602 -0.72365
H -1.47006 -2.68164 -1.60639
H -0.02531 -2.02165 -0.95253
H 0.64638 -0.63888 -2.50047
H -0.14325 -1.77725 -3.51904
H -1.05945 -0.18586 -3.15070
H 0.92448 -0.48621 0.73402
H 0.15514 0.88405 0.20177
H 0.27578 0.60078 1.94178
H 0.97352 3.59650 1.85130
H 0.02194 4.54853 0.89370
O 0.48186 3.57472 1.01774
H 3.36282 0.00162 1.92159
H 3.20529 -1.23862 0.96212
O 2.67114 -0.48376 1.35118

Its gap between HOMO and LUMO is 0.4069 Eh. As for the total charge: +1.

Results of the natural (NBO) charge analysis, in e, for atoms 1 through 6: C -0.217; C -0.445; C -0.391; C -0.611; N -0.712; H 0.234

***

Top of the stability list: #P, leading by 47.0 kcal/mol.